1.
Molecular formula: C25H58F4N4O10P2S2
Method: DFT, wB97M-V/def2-TZVPD

Summary:
LUMO, eV: -0.8
Frontier orbital gap, eV: 7.6

```
! wB97M-V def2-TZVPD RIJCOSX def2/J DEFGRID3
* xyz 0 1
S 1.84624 4.03123 2.97266
S 2.03833 2.01330 -0.85392
P 0.07924 4.62807 0.65968
P -1.95966 1.71238 1.47267
F 3.59909 -0.35408 -0.68229
F 4.85449 1.76371 -1.11993
F 3.50212 0.74361 -2.79857
F 3.34531 4.58671 2.35257
O 4.91653 -1.59967 2.62281
O 6.86830 -5.53134 -1.58133
O 2.26444 3.39605 -1.51159
O 0.85641 1.27291 -1.59383
O -6.69261 2.61243 -0.27207
O 0.65959 0.14103 3.70283
O -1.75386 2.01183 -0.22915
O -6.70843 -1.23485 -4.87663
O 1.14322 5.27530 3.61147
O 2.19809 3.09151 4.18226
N 0.87620 0.76205 1.17631
N 3.05819 1.68065 1.59925
N -0.84203 2.91560 3.83621
N -3.44535 2.65618 1.90774
C -7.22201 -2.44628 -5.42518
C -7.79229 0.49729 -0.89372
C 1.40364 5.94144 0.25299
C 6.81924 -1.30189 4.15762
C -7.43328 3.44934 -1.15740
C 5.89547 -6.57365 -1.58674
C 7.81763 -5.54422 -2.64474
C 3.58520 0.98654 -1.30952
C -4.41312 -1.49362 -5.73060
C 0.41536 0.90066 2.63389
C 1.72435 2.03694 0.98584
C -1.77832 2.02885 4.62061
C -7.07931 -3.64034 -4.49510
C -1.31067 5.58423 1.55361
C -7.36182 1.44976 0.21023
C 5.99660 -3.34586 1.26127
C 7.18537 -5.42576 -4.02220
C 6.50027 -7.96521 -1.50719
C -1.23662 1.95660 6.19180
C -8.70792 4.00178 -0.54205
C -5.32231 -1.22712 -4.54279
C -0.43831 2.33336 2.50159
C 5.69083 -1.86954 1.45668
C 0.75681 3.16219 1.67303
C 5.49225 -1.98348 3.86943
H 7.95914 -5.40518 -4.79694
H 8.47734 -4.68526 -2.48673
H -6.77674 4.28711 -1.42072
H -6.76137 -2.64624 -6.39712
H -9.21546 4.66500 -1.24915
H -1.85714 0.92299 4.24885
H 6.70034 -0.21306 4.14638
H 5.71062 -8.72216 -1.47655
H 5.25960 -6.41453 -0.70775
H -2.84667 2.55816 4.61532
H -5.10038 -0.22957 -4.14542
H -0.53041 2.86082 6.43509
H -1.17751 3.90121 3.77322
H -4.24296 1.96934 1.75936
H 6.56120 -3.49952 0.33554
H -8.47938 4.56808 0.36728
H -8.50574 0.96119 -1.57742
H -8.28609 -2.27710 -5.61780
H 7.57925 -1.55474 3.41481
H 3.85642 2.21571 1.19334
H -6.92556 0.18324 -1.48811
H 3.23359 0.65342 1.64097
H 8.44983 -6.43442 -2.57626
H 5.10460 -1.51683 0.60232
H 2.46087 5.47567 0.06269
H -1.89019 6.20827 0.72595
H 6.59045 -4.50694 -4.09277
H 6.58805 -3.75223 2.08388
H -2.16485 1.99311 6.90327
H 7.14069 -8.18297 -2.36496
H -6.65557 0.93052 0.86566
H -2.65831 2.15413 -0.68365
H 1.11462 6.57486 -0.71617
H -3.36345 -1.43879 -5.42624
H -3.60836 3.43060 1.21853
H -8.21107 1.73551 0.83788
H -7.64305 2.91795 -2.09149
H -5.12658 -1.93272 -3.72871
H -9.40627 3.20858 -0.26551
H -8.26790 -0.39199 -0.46673
H -4.58545 -2.48114 -6.16469
H 5.06703 -3.92574 1.20835
H 1.33666 -0.13650 0.91537
H 6.60888 -1.27463 1.46652
H 7.19614 -1.60270 5.13992
H -4.58819 -0.75437 -6.51969
H -7.52024 -4.53356 -4.95018
H 4.77377 -1.70028 4.64779
H 7.11541 -8.06395 -0.60627
H 5.24252 -6.47549 -2.46019
H 1.53904 6.70389 1.16134
H -6.03371 -3.86118 -4.27238
H -0.62656 0.93679 6.29678
H -7.58337 -3.44478 -3.54073
H -2.11275 4.92454 2.09112
H 6.51914 -6.26302 -4.23853
H 5.58776 -3.07303 3.92113
H -0.91258 6.36732 2.36178
*
```

=====

2.
Molecular formula: C26H67O2RuS2Si7Te
Method: DFT, wB97M-V/def2-TZVPD

Summary:
Expectation value of S²: 0.77
LUMO (spin up / spin down), eV: 4.0 / 4.0
Frontier orbital gap (spin up / spin down), eV: 5.0 / 4.9

```
! wB97M-V def2-TZVPD RIJCOSX def2/J DEFGRID3
* xyz -2 2
Te -1.54258 0.77843 -1.09868
Ru 0.78425 1.06838 -2.37899
S -1.24759 2.21341 -3.13916
S 1.46562 3.41027 -1.76145
Si -4.31729 -0.04568 2.77722
Si -2.25332 -3.18222 3.46336
Si 1.79962 -0.65993 0.22701
Si -1.10204 0.25781 4.88846
Si -2.20170 -0.87950 3.19433
Si 4.06215 0.24956 -1.81984
Si 1.85013 -1.77077 -2.73467
O 0.23436 -1.38877 -2.90221
O 1.27016 0.94069 -4.49000
C -0.53252 -3.86074 3.92223
C -4.21218 1.79913 2.33499
C -1.17651 3.79454 -2.36360
C 0.94759 1.76164 -5.53912
C -2.51202 4.49289 -2.35113
C -0.06363 4.25422 -1.77767
C -1.06162 2.12729 4.52071
C 5.40838 -1.09228 -1.57925
C 1.47101 0.99496 1.11451
C 2.68687 -1.82353 -4.43393
C 0.28223 -1.79236 0.38943
C -1.72024 0.16384 6.70706
C 1.61864 3.14325 -5.45179
C 4.52008 1.60669 -0.56893
C 0.71366 -0.30852 4.97459
C 2.00433 -3.57472 -2.13270
C 2.37917 -0.47146 -1.53580
C 3.12426 -1.51684 1.31072
C -5.68118 -0.18091 4.12560
C -3.43244 -3.98842 4.75112
C 1.32823 1.08741 -6.86705
C -0.06018 5.57518 -1.04309
C -2.74622 -4.02619 1.82634
C -0.74177 -2.05905 -3.65510
C 4.39176 0.97555 -3.54550
C -5.05837 -0.92515 1.26184
H -3.43007 -5.08321 4.70901
H 1.31228 0.27789 5.67792
H -0.51656 -4.94924 4.02829
H 0.77670 -1.35773 5.27505
H -2.96684 4.43572 -3.34247
H -0.50208 -2.03457 -4.72440
H -0.78979 5.55710 -0.23098
H -1.70435 -0.87084 7.06060
H -2.75421 0.51331 6.77195
H -3.81123 -3.88340 1.62598
H 3.83984 2.45788 -0.65152
H 0.81583 0.12742 -6.95623
H 1.42395 3.57756 -4.46980
H 4.94908 1.91469 -3.49640
H 1.38786 1.80504 0.38847
H 5.53772 1.96782 -0.73931
H -5.17516 -1.99483 1.45030
H -0.21199 -1.92216 -0.57735
H -5.83430 -1.22814 4.39964
H -6.03649 -0.52672 0.97564
H 5.36146 -1.49727 -0.56485
H -0.19019 -3.42709 4.86532
H -4.38194 -0.80822 0.41132
H -5.37854 0.35069 5.03163
H -3.18143 3.98370 -1.64941
H 2.29444 -2.63598 -5.05219
H 2.70142 3.04476 -5.56866
H -1.11823 0.76520 7.39736
H 3.43420 1.18139 -4.02950
H -0.83122 -3.10276 -3.33405
H -0.31318 2.65666 5.11741
H -0.45993 -1.35512 1.07308
H 0.54301 0.96669 1.69146
H 4.45941 1.23424 0.45680
H 2.73715 -1.72562 2.31169
H 2.40647 0.90895 -6.89172
H 4.94600 0.28283 -4.18372
H -1.69842 -1.55786 -3.49572
H 4.02278 -0.90223 1.41875
H 1.22784 3.81437 -6.22392
H 1.04875 1.72342 -7.71167
H 1.43604 -3.74361 -1.21581
H 1.65818 -4.28585 -2.88820
H 2.28980 1.24831 1.79429
H 6.41534 -0.69728 -1.74178
H -3.80669 2.37838 3.16741
H 0.55819 -2.78226 0.76181
H 3.05340 -3.79864 -1.91977
H 1.17442 -0.22631 3.98712
H -3.15816 -3.68817 5.76598
H 3.76600 -1.96832 -4.33341
H -2.54762 -5.10214 1.82783
H 0.92576 5.75497 -0.61931
H -2.42704 5.54015 -2.06274
H 0.19501 -3.58307 3.15587
H -3.53695 1.92186 1.48429
H 5.25251 -1.92452 -2.27228
H -2.19637 -3.57989 0.99435
H -0.30967 6.40401 -1.71014
H -0.14737 1.95285 -5.58587
H -2.03339 2.58628 4.72103
H -5.18145 2.22937 2.06491
H 3.42595 -2.46771 0.86018
H -6.64555 0.22658 3.80105
H -4.45799 -3.65011 4.57800
H 2.50898 -0.87644 -4.94510
H -0.83048 2.29911 3.46665
*
```

=====

3.
Molecular formula: C34H57AlBN12O3P2S3
Method: DFT, wB97M-V/def2-TZVPD

Summary:
LUMO, eV: -1.8
Frontier orbital gap, eV: 7.5

```
! wB97M-V def2-TZVPD RIJCOSX def2/J DEFGRID3
* xyz 1 1
S -2.35513 5.72417 2.67078
S -0.73698 3.59448 1.37959
S -0.10684 0.58062 1.42567
P 2.22319 -1.72885 -0.01307
P -0.41132 -2.61121 -0.65251
Al 0.13780 0.60695 -0.97010
O -0.63767 -1.17157 -0.97245
O 1.18996 -2.88665 -0.51859
O 1.75017 -0.42147 -0.55021
N 0.42302 0.86915 -3.05009
N -2.05082 3.15845 3.52507
N 3.70690 -2.08591 -0.63897
N -1.10577 -3.14212 0.74467
N -1.54865 1.95679 3.16845
N -1.59557 2.66887 -1.54889
N -0.76295 -3.64637 -1.89179
N 1.37242 2.24793 -0.75847
N 0.06050 2.14654 -3.30281
N 0.79453 3.32077 -1.31456
N -1.81434 1.41006 -1.10472
N 2.23197 -1.99881 1.60831
C -2.78800 3.19274 4.73092
C 0.80759 1.36811 -5.20617
C -0.86203 1.97411 2.08987
C 2.50774 4.08612 -0.18395
C -1.79369 4.18988 2.67395
C -3.09583 1.39103 -0.66569
C 4.59267 1.54436 -0.33287
C 4.06998 -1.67115 -1.98222
C 1.44843 4.43336 -0.99233
C -3.85840 4.32524 6.55461
C 2.64969 -1.01714 2.60123
C -2.11739 -3.62724 -2.41108
C -2.67220 3.43366 -1.38419
C 1.07781 -2.03223 -3.54991
C -4.20850 3.11201 7.12025
C -3.13094 1.96891 5.30614
C 2.43352 2.70109 -0.06225
C -3.83016 1.93525 6.49459
C 0.87892 0.37768 -4.22785
C -4.03264 0.38566 1.41660
C 0.27848 2.46662 -4.57348
C -1.68603 -2.38003 1.83279
C -4.00202 0.32342 -0.11405
C 1.42692 -0.97519 -4.57223
C -3.14523 4.37527 5.36980
C -1.11360 -4.57704 0.98116
C 3.94747 2.47020 1.91175
C 4.40066 -3.28424 -0.20440
C -3.78422 -1.08936 -0.63398
C 3.42842 1.83199 0.62420
C -0.03992 -4.87432 -2.15537
C 1.96152 -3.30420 2.18569
C -3.65301 2.66179 -0.82047
C 0.90116 -1.43862 -5.93677
B -0.36191 3.16218 -2.26332
H 1.13233 5.38572 -1.36018
H -2.10636 -3.94716 -3.45362
H -2.74401 -2.62719 1.94129
H 4.53389 3.35672 1.68850
H 0.95729 -4.80737 -1.72815
H 3.50732 -0.77844 -2.23991
H 2.51745 -0.87034 -4.64131
H 5.29970 0.86527 0.13768
H 5.11282 2.46380 -0.58924
H -4.07644 0.98154 6.93636
H -2.77333 -1.42643 -0.45596
H -4.47750 -1.76707 -0.13917
H 1.10221 1.29603 -6.23048
H -4.76504 3.08416 8.04382
H -4.64511 2.96097 -0.55689
H 2.83601 -3.66020 2.73734
H -3.07364 0.13354 1.85206
H -1.57728 -1.31624 1.65066
H 1.30326 -0.84963 -6.75296
H -3.98655 -1.12187 -1.70150
H 4.27968 -3.41753 0.86655
H -1.17564 -2.61903 2.76890
H 0.05426 -5.00685 -3.23578
H -2.83361 1.05955 4.81163
H 0.05262 3.44222 -4.94733
H 1.72962 -4.03062 1.41424
H 1.79932 -0.42184 2.93840
H 3.22727 4.74120 0.26018
H 3.13073 2.75379 2.56984
H -0.37722 -5.07131 0.35456
H -2.68135 4.46268 -1.67615
H 1.58130 -2.96517 -3.78712
H -2.09815 -5.00263 0.77313
H 3.86250 -2.45765 -2.71258
H 0.00767 -2.19889 -3.56553
H -2.49251 -2.60996 -2.35899
H 5.13679 -1.44182 -2.00167
H -4.78545 -0.30096 1.79411
H 4.22841 1.09183 -1.25015
H 4.03460 -4.17587 -0.72176
H -4.30419 1.38744 1.74026
H 3.41587 -0.36453 2.19867
H 1.12577 -3.23284 2.88413
H 5.46162 -3.16346 -0.42392
H -0.59050 4.20169 -2.77664
H 3.07728 -1.54016 3.45543
H -5.00444 0.62234 -0.44843
H 1.19096 -2.47330 -6.10219
H -0.87106 -4.77564 2.02659
H -2.78352 -4.29277 -1.85447
H 1.36203 -1.71146 -2.55869
H 2.92676 0.89403 0.84989
H -2.87898 5.33194 4.95957
H -0.55901 -5.74849 -1.74950
H -4.13114 5.25205 7.03550
H -0.18374 -1.37386 -5.96445
H 4.58872 1.76832 2.43913
*
```

=====

Result set for E_tot: -3836.85058, -4367.31857, -4357.37756 hartree, one per record in the order listed.